[1]
Here is one molecule with the formula C5H11NO from OMol25. Energies are from the ωB97M-V functional and the def2-TZVPD basis.

Geometry as XYZ:
```
18
Properties=species:S:1:pos:R:3:lowdin_charge:R:1
C 2.589 0.461 0.129 -0.104
O 1.629 1.051 -0.717 -0.129
C 0.676 0.049 -0.834 -0.324
C 0.018 -0.428 0.553 -0.153
N -1.168 -0.601 -0.245 -0.242
C -2.432 -0.502 0.400 -0.105
C -0.754 0.426 -1.190 -0.117
H 3.238 1.243 0.527 0.097
H 3.174 -0.302 -0.412 0.098
H 1.988 -0.069 0.884 0.062
H 1.061 -0.788 -1.446 0.158
H 0.251 -1.304 1.193 0.122
H -0.048 0.448 1.249 0.132
H -2.569 0.472 0.903 0.086
H -2.502 -1.302 1.144 0.086
H -3.204 -0.645 -0.358 0.084
H -0.944 1.457 -0.833 0.130
H -1.150 0.288 -2.200 0.118
```

Values from the calculation:
* HOMO-LUMO gap: 9.89 eV
* multiplicity: 1
* energy above the lowest of the compared OMol25 structures with the same formula, charge and spin: 67.2 kcal/mol

=====

[2]
Here is C16H20Cl2N2O11P2Zn as an isolated structure from OMol25. Energies are from the ωB97M-V functional and the def2-TZVPD basis.

Geometry as XYZ:
```
54
Properties=species:S:1:pos:R:3:lowdin_charge:R:1
Zn 1.073 0.172 0.342 0.655
C -0.777 1.684 -2.663 -0.068
C -1.015 2.524 -0.519 -0.172
O 0.746 1.198 -1.036 -0.447
C -1.884 2.634 0.476 -0.062
C -1.585 1.670 1.610 -0.279
C -2.580 1.607 2.739 -0.068
N -0.508 0.906 1.668 0.022
N -0.473 0.032 2.758 0.065
C 0.446 -0.899 2.713 -0.399
O 1.377 -1.112 1.807 -0.137
C 0.447 -1.837 3.876 -0.129
C 1.539 -2.670 4.095 -0.022
C 1.560 -3.535 5.182 -0.099
C 0.484 -3.587 6.055 -0.123
C -0.618 -2.769 5.831 -0.104
C -0.637 -1.903 4.751 -0.032
H -0.343 3.244 -2.117 0.047
H 0.900 2.283 -2.522 -0.150
H -1.520 2.154 -3.296 0.059
H -2.729 3.307 0.510 0.076
H -3.377 2.336 2.587 0.056
H -3.005 0.604 2.787 0.073
H -2.074 1.792 3.687 0.070
H 2.375 -2.626 3.410 0.113
H 2.421 -4.172 5.344 0.092
H 0.503 -4.257 6.907 0.085
H -1.469 -2.812 6.501 0.089
H -1.485 -1.262 4.555 0.101
C 0.673 -2.064 -3.400 -0.065
C 0.602 -2.801 -2.079 -0.587
O 0.571 -4.217 -2.252 -0.071
P 2.104 -2.376 -1.085 0.501
O 2.022 -3.217 0.244 -0.124
O 3.337 -3.056 -1.868 -0.113
O 2.385 -0.934 -0.872 -0.248
P -0.823 -2.284 -1.000 0.319
O -2.114 -2.293 -2.006 -0.153
O -1.019 -3.352 0.024 -0.322
O -0.560 -0.862 -0.629 -0.291
H 1.474 -2.484 -4.014 0.080
H 0.872 -1.002 -3.236 0.067
H -0.275 -2.153 -3.933 0.078
H 0.303 -4.566 -1.387 0.072
H 1.769 -2.579 0.973 0.056
H 3.762 -2.351 -2.374 0.084
H -2.622 -3.070 -1.744 0.054
Cl 0.080 2.264 -1.526 0.349
C 1.036 3.381 -1.087 -0.186
Cl 1.978 2.006 -3.841 -0.171
C 2.293 3.218 -0.177 -0.633
O 2.866 4.265 0.128 -0.034
O 2.515 2.041 0.322 -0.096
H 0.925 4.436 -1.321 0.121
```

Values from the calculation:
* HOMO-LUMO gap (spin up / spin down): 6.08 / 6.60 eV
* multiplicity: 1
* total charge: -2
* energy above the lowest of the compared OMol25 structures with the same formula, charge and spin: 590.8 kcal/mol

=====

[3]
Here is C18H10Cl2CuN3O2S as an isolated structure from OMol25. Energies are from the ωB97M-V functional and the def2-TZVPD basis.

Geometry as XYZ:
```
37
Properties=species:S:1:pos:R:3:lowdin_spin:R:1
Cu -1.980 -10.044 -13.439 0.595
Cl -2.170 -9.741 -15.777 0.088
C -2.350 -11.383 -16.400 0.003
C -2.487 -11.588 -17.743 0.002
C -2.630 -12.891 -18.239 0.000
C -2.631 -13.952 -17.373 0.001
C -2.493 -13.790 -15.992 0.005
Cl -2.496 -15.090 -14.945 0.008
C -2.340 -12.432 -15.430 0.021
S -2.172 -12.226 -13.745 0.152
H -2.485 -10.722 -18.435 0.001
H -2.737 -13.008 -19.315 0.000
H -2.735 -14.946 -17.696 0.000
O -1.115 -4.574 -8.443 0.000
N -1.244 -4.794 -9.675 0.000
O -1.248 -3.841 -10.534 0.000
C -1.382 -6.099 -10.122 0.001
C -1.372 -7.145 -9.150 0.000
C -1.508 -8.515 -9.515 0.002
C -1.507 -9.603 -8.601 -0.004
C -1.648 -10.888 -9.098 0.003
C -1.788 -11.111 -10.448 0.002
N -1.793 -10.070 -11.359 0.081
C -1.656 -8.787 -10.918 0.004
C -1.668 -7.747 -11.902 0.002
N -1.816 -8.165 -13.184 0.033
C -1.829 -7.182 -14.139 0.001
C -1.702 -5.835 -13.853 0.001
C -1.553 -5.416 -12.558 -0.002
C -1.535 -6.408 -11.541 0.000
H -1.263 -6.937 -8.118 0.000
H -1.404 -9.467 -7.579 0.000
H -1.647 -11.699 -8.409 0.000
H -1.898 -12.064 -10.875 0.000
H -1.947 -7.519 -15.158 0.000
H -1.717 -5.085 -14.636 0.000
H -1.448 -4.301 -12.330 0.000
```

Values from the calculation:
* HOMO-LUMO gap (spin up / spin down): 5.74 / 5.68 eV
* multiplicity: 2
* total charge: +1

=====

[4]
Here is a 3-piece molecular cluster, C3H14NO2 overall from OMol25. Energies are from the ωB97M-V functional and the def2-TZVPD basis.

Geometry as XYZ:
```
20
Properties=species:S:1:pos:R:3:lowdin_charge:R:1
C -0.072 -0.627 -0.408 -0.150
C -0.551 -0.074 -1.814 -0.227
C -0.123 -1.088 -2.879 -0.096
N 0.063 0.537 0.487 0.167
H -0.910 -1.238 -0.090 0.128
H 0.756 -1.301 -0.599 0.129
H -0.384 0.981 -2.013 0.107
H -1.648 -0.094 -1.743 0.110
H 0.942 -1.004 -3.080 0.082
H -0.280 -2.099 -2.493 0.081
H -0.738 -1.017 -3.773 0.083
H 0.788 1.210 0.209 0.148
H -0.799 1.083 0.598 0.180
H 0.267 0.333 1.475 0.140
H 2.395 2.728 1.526 0.056
H 1.311 3.483 2.336 0.080
O 1.523 2.611 1.929 -0.063
H -0.783 -0.959 3.985 0.033
H -0.793 -2.200 3.236 0.050
O -0.962 -1.263 3.109 -0.041
```

Values from the calculation:
* HOMO-LUMO gap: 12.25 eV
* multiplicity: 1
* total charge: +1
* energy above the lowest of the compared OMol25 structures with the same formula, charge and spin: 21.9 kcal/mol

=====

[5]
Here is C6H10O as an isolated structure from OMol25. Energies are from the ωB97M-V functional and the def2-TZVPD basis.

Geometry as XYZ:
```
17
Properties=species:S:1:pos:R:3:lowdin_charge:R:1
C -0.857 1.518 -0.670 -0.028
C -0.064 0.289 -0.278 -0.465
C 1.437 -0.190 -0.235 -0.034
C 0.836 -1.090 0.884 -0.267
C -0.033 0.145 1.237 -0.089
O -0.021 -1.970 0.166 -0.101
C -0.696 -1.049 -0.698 -0.147
H -0.310 2.455 -0.539 0.081
H -1.657 1.505 0.101 0.086
H -1.308 1.492 -1.668 0.079
H 1.810 -0.711 -1.121 0.114
H 2.175 0.526 0.139 0.115
H 1.427 -1.655 1.607 0.146
H 0.584 0.937 1.678 0.122
H -1.050 0.187 1.669 0.126
H -0.495 -1.296 -1.751 0.131
H -1.777 -1.093 -0.522 0.131
```

Values from the calculation:
* HOMO-LUMO gap: 10.33 eV
* multiplicity: 1
* energy above the lowest of the compared OMol25 structures with the same formula, charge and spin: 32.8 kcal/mol

=====

[6]
Here is C22H50NPPbSi4Te as an isolated structure from OMol25. Energies are from the ωB97M-V functional and the def2-TZVPD basis.

Geometry as XYZ:
```
80
Properties=species:S:1:pos:R:3:lowdin_charge:R:1
C 2.920 -1.421 -3.509 -0.083
C 3.143 -0.312 -2.701 -0.060
C 2.208 0.088 -1.716 -0.279
C 1.023 -0.658 -1.552 -0.259
C 0.825 -1.798 -2.338 -0.340
C 1.762 -2.167 -3.319 -0.064
C 2.601 1.292 -0.875 -0.147
C 2.577 2.715 -1.548 -0.190
N 1.403 3.254 -2.199 -0.290
Pb -0.835 -0.141 -0.044 0.719
C -0.426 -2.665 -2.201 -0.331
P -1.945 -1.698 -1.869 0.671
H 4.060 0.264 -2.826 0.112
H 1.560 -3.022 -3.958 0.103
H 3.638 -1.697 -4.281 0.103
H -0.341 -3.403 -1.385 0.099
H -0.642 -3.214 -3.131 0.088
H 2.103 1.303 0.110 0.073
H 3.674 1.158 -0.634 0.116
H 2.818 3.445 -0.760 0.114
C -3.245 -2.825 -1.340 -0.267
C -2.381 -1.150 -3.552 -0.238
H 3.387 2.718 -2.316 0.119
C 0.878 2.642 -3.392 -0.093
C 0.493 4.075 -1.433 -0.099
H -0.571 -1.797 1.860 -0.290
H 1.082 3.272 -4.289 0.083
H 1.316 1.640 -3.560 0.076
H -0.223 2.564 -3.302 0.073
H 0.590 5.148 -1.692 0.081
H -0.544 3.776 -1.668 0.070
H 0.673 3.931 -0.354 0.083
H -2.846 -1.989 -4.094 0.054
H -3.103 -0.323 -3.473 0.046
H -1.484 -0.805 -4.089 0.058
H -3.582 -3.446 -2.172 0.047
H -2.888 -3.454 -0.518 0.053
H -4.086 -2.221 -0.972 0.050
H -0.943 -0.590 3.121 -0.296
C -1.809 -3.312 4.617 -0.216
Si -0.691 -2.190 5.644 0.350
C -1.218 -1.985 7.446 -0.214
C 1.092 -2.773 5.443 -0.246
Si -0.969 -0.109 4.666 0.295
Te 0.874 -1.042 2.285 0.455
Si -3.162 0.677 4.685 0.349
C -3.615 0.755 6.514 -0.229
C -3.325 2.377 3.885 -0.217
C -4.290 -0.522 3.764 -0.220
Si 0.450 1.496 5.554 0.354
C -0.103 1.574 7.364 -0.206
C 2.255 0.967 5.421 -0.224
C 0.211 3.152 4.687 -0.216
H -1.659 -4.346 4.962 0.029
H -1.553 -3.268 3.552 0.010
H -2.872 -3.062 4.724 0.011
H -1.117 -2.967 7.933 0.027
H -0.580 -1.275 7.991 0.010
H -2.264 -1.665 7.549 0.010
H 1.417 -2.779 4.390 -0.058
H 1.798 -2.148 6.003 0.015
H 1.162 -3.804 5.818 0.028
H -3.009 1.476 7.075 0.007
H -4.662 1.084 6.574 0.025
H -3.544 -0.218 7.013 0.007
H -2.862 2.408 2.888 0.028
H -4.396 2.602 3.764 0.027
H -2.883 3.174 4.496 0.012
H -3.939 -0.706 2.739 0.020
H -4.386 -1.488 4.277 0.013
H -5.291 -0.072 3.697 0.027
H 0.002 0.615 7.886 0.008
H 0.544 2.302 7.873 0.032
H -1.139 1.915 7.482 0.008
H 2.550 0.829 4.372 0.007
H 2.877 1.760 5.863 0.030
H 2.459 0.034 5.961 0.016
H 0.300 3.044 3.597 0.031
H -0.760 3.610 4.915 0.012
H 1.000 3.840 5.026 0.029
```

Values from the calculation:
* HOMO-LUMO gap (spin up / spin down): 4.86 / 4.86 eV
* multiplicity: 1

=====

> The highest multiplicity belongs to which entry?

C18H10Cl2CuN3O2S